[1]
{"formula": "C23H68O11", "method": "the ωB97M-V functional and the def2-TZVPD basis", "elements": ["C", "C", "C", "O", "H", "H", "H", "H", "H", "H", "H", "H", "C", "C", "C", "O", "H", "H", "H", "H", "H", "H", "H", "H", "C", "C", "C", "O", "H", "H", "H", "H", "H", "H", "H", "H", "C", "C", "O", "H", "H", "H", "H", "H", "H", "C", "C", "O", "H", "H", "H", "H", "H", "H", "C", "C", "O", "H", "H", "H", "H", "H", "H", "C", "C", "O", "H", "H", "H", "H", "H", "H", "C", "C", "O", "H", "H", "H", "H", "H", "H", "C", "C", "O", "H", "H", "H", "H", "H", "H", "C", "O", "H", "H", "H", "H", "C", "O", "H", "H", "H", "H"], "coordinates": [[-5.53610, 13.04816, -14.15530], [-4.45888, 13.23284, -13.07894], [-4.20999, 14.69716, -12.64584], [-4.86735, 12.52777, -11.98490], [-5.65569, 12.04812, -14.57212], [-5.64095, 13.86460, -14.86982], [-6.52301, 13.18865, -13.71444], [-3.53357, 12.72792, -13.35633], [-3.97533, 15.39751, -13.44743], [-3.34545, 14.63230, -11.98520], [-5.04583, 15.15107, -12.11345], [-5.18756, 13.10411, -11.28712], [-5.35022, 8.32817, -8.47206], [-4.37854, 9.45720, -8.96067], [-4.93558, 10.88383, -9.21521], [-3.31561, 9.53238, -8.12907], [-6.10317, 8.27576, -9.25847], [-5.85900, 8.40692, -7.51131], [-4.83252, 7.37388, -8.37511], [-3.95123, 9.13632, -9.91069], [-5.45245, 10.96036, -10.17181], [-4.18673, 11.66955, -9.31503], [-5.70594, 11.23116, -8.52674], [-3.61484, 9.72775, -7.23806], [-3.04355, 11.82893, -3.93573], [-4.02997, 11.57173, -5.07219], [-3.76453, 12.53846, -6.24024], [-3.95023, 10.20745, -5.47638], [-3.28864, 11.17711, -3.09719], [-3.17639, 12.85172, -3.58312], [-2.02035, 11.63635, -4.25835], [-5.03234, 11.78757, -4.70236], [-2.83413, 12.37877, -6.78519], [-3.79127, 13.59177, -5.96109], [-4.53129, 12.33265, -6.98712], [-3.91002, 9.63764, -4.70482], [-9.14526, 11.11746, -12.05553], [-8.36957, 12.16285, -11.19728], [-9.31728, 12.70285, -10.31862], [-9.55137, 10.33446, -11.41515], [-8.38437, 10.61710, -12.65451], [-9.91560, 11.47035, -12.74121], [-8.00226, 12.96328, -11.83956], [-7.61430, 11.66584, -10.58848], [-9.56400, 11.97141, -9.74791], [-4.29385, 4.78150, -6.77433], [-4.77989, 4.73113, -5.33698], [-5.83171, 3.77817, -5.27359], [-3.47551, 5.48855, -6.91032], [-5.03931, 5.03265, -7.52886], [-3.88567, 3.81408, -7.06693], [-5.05613, 5.74834, -5.05934], [-3.96127, 4.52076, -4.64872], [-5.48463, 3.01789, -5.74593], [-3.89602, 6.57374, -11.13370], [-4.10330, 5.13271, -10.62360], [-2.85366, 4.78659, -10.06800], [-4.75233, 7.00331, -11.65361], [-3.10744, 6.63975, -11.88329], [-3.64760, 7.29106, -10.35149], [-4.33923, 4.38984, -11.38556], [-4.79133, 5.00370, -9.78810], [-2.28993, 4.51247, -10.79509], [-1.01596, 9.20353, -12.12270], [-1.51700, 10.47350, -11.53199], [-0.45477, 11.23963, -11.13867], [-0.68045, 8.49193, -11.36827], [-0.20788, 9.38735, -12.83073], [-1.79195, 8.76041, -12.74687], [-2.30110, 10.33925, -10.78682], [-2.09916, 10.89455, -12.35168], [-0.18139, 10.97534, -10.25718], [-5.86685, 16.19893, -8.82896], [-5.79149, 14.63634, -8.81870], [-6.19786, 14.15380, -10.11232], [-6.87522, 16.53363, -8.58551], [-5.36635, 16.64889, -9.68638], [-5.36162, 16.56011, -7.93320], [-6.41533, 14.06724, -8.12945], [-4.73394, 14.39724, -8.70675], [-6.89252, 14.66852, -10.52959], [1.98178, 10.42513, -7.95401], [0.67412, 10.29409, -7.24680], [-0.19765, 10.58968, -8.30736], [2.07262, 11.42944, -8.36776], [2.04836, 9.64991, -8.71736], [2.84905, 10.41228, -7.29387], [0.59475, 11.11148, -6.53009], [0.50023, 9.36358, -6.70642], [-1.04160, 10.15718, -8.15806], [-4.74357, 9.47667, -13.52752], [-5.77878, 9.96041, -12.62017], [-3.78262, 9.19431, -13.09745], [-4.99150, 8.59397, -14.11699], [-4.44301, 10.28632, -14.19252], [-5.52717, 10.79532, -12.21866], [-8.45819, 11.13080, -7.74602], [-9.82540, 11.21800, -7.70826], [-8.22189, 10.54322, -8.63316], [-7.99575, 12.09295, -7.96629], [-8.02545, 10.58187, -6.90965], [-10.09887, 11.94837, -7.14845]], "atomic_forces_ev_per_a": [[-1.1, 0.9, 0.1], [-0.6, 1.3, -1.6], [0.5, -0.4, -0.5], [-0.1, -2.0, 2.2], [0.6, 0.1, -0.3], [0.9, -0.3, -0.6], [0.0, -0.1, 0.8], [0.4, 0.5, -0.6], [0.2, -0.3, -0.2], [0.0, 0.4, 0.2], [-0.1, -0.4, 0.1], [-0.5, 0.4, 0.5], [-0.1, 0.7, -1.1], [-1.8, 0.1, -0.4], [-1.2, -0.3, -0.7], [2.9, 0.1, 1.3], [-0.3, -0.5, 0.1], [0.1, 0.9, 0.1], [0.3, 0.1, -0.5], [-0.3, -0.2, -0.3], [-0.1, -0.5, -0.1], [0.5, -0.3, 0.4], [0.2, -0.2, 0.5], [-0.1, 0.1, 0.7], [-0.6, -0.1, 0.0], [1.0, 1.1, 0.6], [-0.5, -1.0, -0.6], [0.0, 0.1, -0.8], [0.1, -0.1, 0.1], [0.3, 0.0, 0.0], [0.0, 0.1, 0.0], [-0.2, -0.1, 0.0], [0.3, -0.3, 0.4], [-0.2, -0.2, 0.3], [-0.1, 0.4, 0.0], [0.0, 0.0, 0.1], [1.8, -0.4, -0.1], [-2.1, -1.1, -1.0], [-0.1, 1.1, 0.8], [-0.2, 0.1, 0.1], [0.0, -0.2, -0.3], [0.1, 0.5, 0.4], [0.3, -0.1, 0.2], [0.6, 0.1, -0.5], [-0.5, 0.1, 0.3], [0.9, 0.0, -0.3], [0.2, 0.4, -1.0], [0.1, 0.6, 0.6], [0.1, 0.1, 0.1], [-0.4, 0.1, 0.4], [0.1, -0.2, 0.0], [-1.0, -0.2, 0.2], [0.2, -0.5, 0.0], [-0.2, -0.3, 0.0], [-1.1, 0.2, -0.6], [0.9, 0.8, 0.1], [0.9, -0.8, 0.5], [-0.4, -0.1, 0.1], [0.3, -0.5, 0.0], [0.1, -0.5, 0.2], [-0.4, 0.3, -0.3], [-0.4, 0.5, -0.3], [0.2, -0.1, 0.1], [1.6, -2.5, -1.0], [-2.7, 1.7, 0.0], [-0.5, 0.1, -1.7], [0.0, 0.1, 0.1], [0.2, 0.1, 0.2], [-0.4, 0.2, 0.3], [0.6, -0.5, 1.0], [0.7, 1.0, -0.4], [0.6, -0.3, 2.4], [-0.2, -1.1, 2.0], [-0.2, 1.4, -1.6], [0.8, -0.7, -0.3], [-0.2, 0.1, -0.9], [-0.4, -0.2, -0.1], [0.5, 0.0, 0.0], [0.2, 0.6, 0.6], [-0.1, -0.5, 0.0], [-0.2, 0.2, 0.4], [1.4, 0.0, 0.7], [1.1, 1.3, 0.3], [-1.9, -0.4, -1.3], [-0.4, -0.1, -0.4], [0.3, 0.1, -0.1], [0.0, -0.6, 0.1], [-0.1, -0.1, 0.3], [-0.2, -0.2, -0.5], [-0.7, 0.0, 0.1], [-0.3, 1.4, 0.4], [0.9, -2.2, -1.2], [0.1, -0.1, 1.1], [-0.9, 0.2, 0.2], [-0.3, 0.0, -0.4], [0.5, 0.6, -0.2], [1.4, -0.5, -1.0], [-1.7, 0.2, 0.1], [0.1, -0.3, -0.1], [0.3, 0.2, 0.5], [0.1, 0.3, 0.3], [-0.1, 0.0, 0.1]], "gap_ev": [9.24, 2.32], "spin_multiplicity": 2, "e_homo_ev": [-11.51, -11.51], "e_tot_ha": -1744.22245, "charge": 1, "lumo_energy_ha": [-0.083, -0.338], "relative_energy_kj_mol": 104.5, "s2": 0.7543}


[2]
{"formula": "C23H68O35S6", "method": "the ωB97M-V functional and the def2-TZVPD basis", "elements": ["C", "O", "H", "H", "H", "H", "C", "O", "H", "H", "H", "H", "C", "O", "H", "H", "H", "H", "C", "O", "H", "H", "H", "H", "C", "O", "H", "H", "H", "H", "C", "O", "H", "H", "H", "H", "C", "O", "H", "H", "H", "H", "C", "O", "H", "H", "H", "H", "C", "O", "H", "H", "H", "H", "C", "O", "H", "H", "H", "H", "C", "O", "H", "H", "H", "H", "C", "C", "O", "S", "O", "O", "O", "H", "H", "H", "H", "C", "C", "O", "S", "O", "O", "O", "H", "H", "H", "H", "C", "C", "O", "S", "O", "O", "O", "H", "H", "H", "H", "C", "C", "O", "S", "O", "O", "O", "H", "H", "H", "H", "C", "C", "O", "S", "O", "O", "O", "H", "H", "H", "H", "C", "C", "O", "S", "O", "O", "O", "H", "H", "H", "H"], "coordinates": [[-1.47630, 4.93316, -2.67963], [-1.82796, 3.93812, -1.72824], [-2.14240, 5.86133, -2.48215], [-0.43188, 5.28168, -2.55118], [-1.39319, 4.63282, -3.69378], [-1.05209, 3.30111, -1.84667], [6.16925, -2.38263, -1.53934], [5.35123, -3.00671, -0.59241], [5.61959, -1.62236, -2.02673], [7.07784, -2.02561, -1.09998], [6.54227, -3.12690, -2.27665], [4.93034, -2.33286, -0.05617], [1.58366, 2.68832, -2.21067], [0.35996, 2.22234, -1.73067], [2.37828, 1.99784, -1.92621], [1.52479, 2.62291, -3.30515], [1.82096, 3.77833, -2.01006], [0.64435, 1.73816, -0.92464], [-4.32293, 2.69362, -0.35878], [-3.21343, 1.83365, -0.30159], [-5.11593, 2.20570, -0.97957], [-4.73007, 2.67870, 0.63976], [-4.14276, 3.64827, -0.82692], [-2.49006, 2.23724, -0.75837], [-8.07926, 3.96938, -2.26330], [-7.82012, 4.64417, -1.03135], [-8.43469, 4.73342, -3.02407], [-7.11702, 3.61106, -2.73006], [-8.80391, 3.15906, -2.18806], [-7.25285, 4.12092, -0.49555], [4.30986, -4.12684, 2.44224], [3.84157, -2.81608, 2.52546], [4.69679, -4.47609, 3.42925], [3.65739, -4.81658, 2.12582], [5.10769, -4.18884, 1.66211], [4.48605, -2.06060, 2.58028], [0.71260, -3.43111, 4.45081], [1.12306, -2.41326, 3.49190], [1.31972, -3.38375, 5.32840], [-0.35547, -3.28247, 4.71996], [0.76972, -4.46235, 4.00986], [1.93504, -2.75328, 3.05721], [-0.65906, -7.11386, 1.51876], [-0.20340, -5.67220, 1.62531], [-1.72215, -7.13891, 1.21602], [-0.06319, -7.53879, 0.72042], [-0.42354, -7.56092, 2.47662], [-0.92373, -5.16816, 2.07854], [2.09093, -3.56081, -1.02246], [0.75373, -3.92206, -0.65624], [2.75973, -4.37454, -1.44365], [2.02132, -2.86774, -1.84369], [2.68332, -3.19279, -0.17890], [0.74558, -4.59754, 0.03045], [2.24388, 0.62441, 4.57096], [1.90120, 0.23185, 3.25024], [2.99915, 1.35401, 4.49784], [1.43548, 1.14797, 5.06157], [2.73449, -0.16721, 5.17974], [1.64454, -0.70934, 3.22821], [1.25157, -0.53055, 0.16397], [1.32152, 0.90310, 0.37946], [0.91883, -1.02216, 1.01372], [0.54277, -0.67218, -0.63941], [2.23243, -0.88840, -0.18964], [2.02277, 1.10062, 1.01548], [4.84219, 3.35695, 1.52782], [5.84297, 3.17679, 0.38056], [6.24978, 1.85105, 0.54211], [4.94163, 0.98209, 0.79423], [5.25528, -0.19520, 1.53691], [4.27089, 0.83541, -0.47050], [4.29765, 2.02817, 1.75576], [4.11926, 4.10973, 1.30690], [5.37704, 3.63900, 2.44759], [6.77224, 3.83080, 0.48834], [5.45237, 3.17127, -0.62326], [0.46470, -2.35167, -6.33359], [0.79218, -1.89814, -4.90984], [0.28532, -0.62052, -4.82173], [0.52547, 0.16754, -6.19073], [1.77039, 0.88793, -6.04230], [-0.71091, 0.74590, -6.51879], [0.86037, -1.10145, -7.14070], [-0.53552, -2.64352, -6.66213], [1.24428, -3.06226, -6.65271], [1.88112, -1.94780, -4.62648], [0.21154, -2.51527, -4.17021], [-1.64463, 0.48985, 3.78691], [-2.71849, -0.31150, 4.47152], [-2.54462, 0.09010, 5.86417], [-1.93728, 1.48941, 5.86532], [-0.54808, 1.41236, 6.27703], [-2.83299, 2.44531, 6.42930], [-1.95044, 1.73665, 4.32487], [-1.75872, 0.48394, 2.71677], [-0.65553, 0.11425, 3.96090], [-2.60791, -1.32079, 4.56383], [-3.70860, -0.01787, 4.16318], [-0.25246, 3.16213, 1.76902], [-1.17943, 4.28487, 2.16078], [-0.35177, 5.46440, 2.15504], [1.15471, 4.98446, 2.49468], [1.50536, 5.42303, 3.78700], [2.03059, 5.31670, 1.42496], [0.96235, 3.39542, 2.47735], [0.02681, 3.28927, 0.67597], [-0.59153, 2.15124, 1.85734], [-1.56469, 4.08494, 3.18538], [-1.97422, 4.40624, 1.43813], [-2.32536, -1.32582, -0.48626], [-2.63631, -2.67562, -1.09585], [-2.76264, -3.60244, 0.01609], [-2.98658, -2.78234, 1.34176], [-2.40987, -3.55348, 2.38950], [-4.31479, -2.27155, 1.47785], [-2.06270, -1.61418, 0.96018], [-3.07102, -0.53186, -0.52246], [-1.45503, -0.76012, -0.83584], [-1.85547, -3.08433, -1.75615], [-3.60882, -2.71737, -1.58882], [-2.70828, 0.36603, -3.33972], [-3.78566, 0.50457, -4.40371], [-3.67386, -0.69121, -5.16051], [-3.22695, -1.92974, -4.24493], [-2.20532, -2.63344, -4.94963], [-4.39937, -2.54828, -3.74261], [-2.53138, -1.06106, -3.07971], [-2.97522, 0.82138, -2.35768], [-1.71409, 0.70813, -3.68440], [-3.63219, 1.28756, -5.23712], [-4.79561, 0.58716, -4.04508]], "atomic_forces_ev_per_a": [[0.1, 2.8, 1.6], [1.5, -1.1, -1.0], [1.0, -1.7, -0.8], [-0.3, 0.0, 0.7], [-1.1, -0.6, -1.2], [-1.0, 0.5, 0.7], [0.8, -1.3, -0.5], [-0.4, -0.8, 0.4], [-0.3, 1.0, -0.8], [0.5, 0.7, 0.4], [-0.7, 0.3, 0.4], [0.0, 0.2, 0.2], [0.9, 1.0, -2.0], [-0.5, -0.2, 0.9], [0.2, 0.4, 0.3], [0.2, 0.1, 0.0], [-0.3, -1.2, 0.4], [-0.5, 0.0, 0.2], [-1.5, -1.4, -0.6], [0.2, -0.7, 0.3], [0.4, 0.3, 0.2], [-0.2, 0.8, 0.4], [0.4, 0.4, 0.4], [0.7, 0.7, -0.5], [1.1, 1.1, -1.3], [-1.0, 0.5, -1.1], [0.1, -0.8, 1.2], [-0.8, 0.0, 0.6], [0.0, 0.0, 0.1], [0.6, -0.8, 0.6], [5.0, 1.7, 1.0], [-1.1, 1.7, -0.1], [0.0, 0.2, -0.6], [-3.4, -1.9, -1.1], [-0.2, 0.0, 0.8], [-0.5, -1.6, -0.1], [-0.9, -0.3, -1.3], [0.0, -1.2, 0.2], [0.4, 0.1, 0.7], [0.7, 0.2, -0.2], [0.1, 0.9, 0.2], [-0.3, 0.3, 0.3], [0.3, 2.6, -0.2], [-1.3, -1.2, 0.2], [0.5, -0.1, 0.4], [0.1, -0.1, 0.0], [-0.3, -0.4, 0.0], [0.8, -0.5, -0.6], [0.7, -1.5, 0.0], [0.6, 0.3, -0.6], [-1.1, 0.2, 0.5], [-0.1, 0.7, 0.0], [-0.3, 0.4, -0.1], [0.0, -0.1, 0.3], [0.3, -0.6, 0.1], [0.0, -0.3, -0.4], [1.1, 1.1, -0.4], [-0.4, -0.5, 0.4], [-0.9, 0.1, -0.3], [0.0, 0.3, 0.5], [1.3, 1.7, -1.7], [-0.2, -0.5, -0.1], [-0.5, -1.0, 1.7], [-0.1, -0.1, -0.2], [-0.4, 0.0, 0.3], [-0.3, -0.1, 0.2], [1.2, 0.3, 0.2], [1.2, 1.2, 0.3], [1.0, -2.2, 0.5], [0.8, -0.7, -0.8], [-0.1, 0.4, -0.2], [0.0, 0.3, 1.1], [-1.0, 0.6, -0.1], [-1.0, 0.1, -0.1], [-0.3, -0.2, -0.3], [-1.4, -0.8, -0.2], [-0.5, 1.0, -0.3], [2.4, 0.7, -1.4], [-0.5, -2.7, 1.1], [-0.6, 1.5, 0.0], [3.1, -0.8, 0.1], [-1.7, -0.2, -0.5], [-0.8, 0.9, -0.4], [-1.1, -0.3, 1.8], [0.2, 0.2, 0.7], [-0.7, 0.0, 0.0], [-0.9, 0.1, -0.7], [0.6, 0.5, -0.7], [-0.8, -1.9, -1.7], [0.0, 1.1, 0.5], [-0.8, -1.0, 0.0], [2.1, 3.0, 2.5], [-1.8, 0.1, -0.1], [0.5, -0.4, 0.1], [0.5, 1.4, -0.8], [-0.3, 0.3, -0.4], [0.7, 0.1, 0.6], [0.3, -2.8, -0.6], [-0.3, 0.0, -0.2], [0.5, 0.6, -2.9], [-0.5, -0.8, 1.0], [0.9, -0.9, 0.1], [0.4, 0.3, -0.1], [0.0, -0.1, 0.7], [-0.1, 0.2, -0.6], [-0.4, 0.7, 0.8], [-0.5, -0.2, 1.0], [-0.1, -0.4, 0.6], [0.1, 0.4, -0.6], [-0.2, 0.2, -0.1], [0.8, 1.6, 1.2], [-0.5, -1.1, -0.4], [-0.2, 0.1, 0.0], [-0.5, -0.9, 0.4], [0.0, 0.1, 0.3], [0.2, -0.4, -0.2], [0.8, 1.3, -1.1], [-0.7, -0.6, 0.1], [0.2, -0.9, 0.0], [-0.2, 0.2, 0.5], [0.3, 0.3, 0.0], [0.9, 0.8, 0.8], [0.4, 1.1, -2.0], [0.4, -1.5, 0.0], [0.3, 1.5, -0.9], [-0.6, -0.2, 0.4], [0.2, -0.5, 0.1], [-0.8, 0.1, -1.0], [0.2, -0.2, -0.9], [-0.6, 0.1, 0.1], [0.1, -0.7, 1.9], [-0.4, 0.1, 0.5]], "gap_ev": 10.27, "e_homo_ev": -10.07, "e_tot_ha": -5939.29718, "lumo_energy_ha": 0.007}